(1)
ORCA calculation (ωB97M-V/def2-TZVPD) on a structure of composition C37H43FKN7O5S.

```
! RIJCOSX wB97M-V def2-TZVPD def2/J DEFGRID3
* xyz 0 1
C -3.78107 4.33012 -5.50196
C -1.13707 1.47652 2.50494
H 2.95463 0.48252 -5.32256
C -4.70737 -2.47108 -0.82286
H 0.91333 3.42982 -6.98306
F 3.58713 -2.27948 2.47544
H -4.49827 2.19132 -2.38076
N -4.20687 -3.50428 0.06344
C 1.58973 -1.01718 2.35494
C 0.11943 2.13142 5.88074
H 5.67713 -2.05548 2.84584
C 2.72853 -1.36318 3.03334
N -2.70807 -2.44868 -2.13856
C 2.12343 0.12822 4.79774
H 4.24743 -3.05538 4.58644
H 6.66433 -3.10598 3.88204
H -1.43287 2.82102 4.07904
H 2.41273 -0.09518 -3.71996
H -2.04227 -3.03878 -5.36116
S 0.35823 0.00032 -2.44536
C -4.71657 -2.92498 -3.31716
C 0.55703 1.51092 7.17464
H 1.35593 -1.44398 1.39194
H 2.18633 3.02622 -5.82076
C -2.03227 -2.58238 -3.25936
C 2.15273 -0.02838 -4.77946
C 0.71413 -0.06058 2.86534
C 1.95663 -1.43758 -5.33986
C -2.63117 -2.91208 -4.46796
O -0.66807 -0.26658 0.96874
H -2.39467 -4.14878 2.75264
H -5.62347 5.34132 -5.05876
O -3.07627 1.74602 1.12404
H -6.08757 3.96252 -3.05886
C 6.07383 -2.19048 3.85114
C 0.96163 0.53722 4.12614
H 0.55733 3.41002 -5.24456
H 1.29903 0.95902 -6.91016
H -5.79457 -2.55828 -0.93466
H 2.31273 2.43592 6.13174
H -1.99747 3.15052 -5.67966
C 1.12393 2.93102 -6.03876
H -3.57837 4.92222 -6.38576
C 4.93163 -2.26148 4.87844
C -0.87517 1.96922 3.72324
N 0.09513 1.49062 4.59734
O -1.42877 3.25192 1.04834
H 7.70163 -0.95438 3.48784
C -4.00337 -3.08848 -4.49266
H 5.56573 -0.05988 6.25474
C -3.62647 -3.23028 1.25734
C -3.14407 2.57202 -3.98396
H 0.96153 0.51192 7.16874
H -0.74307 2.78002 5.96684
H -3.64897 -5.21178 2.08714
H 5.66373 0.36522 3.22254
H -2.20217 -4.83308 1.13394
C -2.89277 3.34422 -5.11246
H -0.34177 1.39552 -6.37576
N -1.03537 1.54752 -4.15706
C 5.07363 0.08402 5.28494
C -5.18977 3.79092 -3.63916
H -5.78837 -3.05628 -3.30476
H -4.51797 -3.35188 -5.40716
C -4.93217 4.56022 -4.76416
H 7.34593 -1.16188 5.10634
C -0.42227 0.32372 2.01274
H 2.37863 0.50922 5.76674
O -3.71897 -2.16668 1.82084
C -2.91957 -4.44008 1.84914
H -0.96687 -2.42638 -3.17186
H -4.45867 -1.51118 -0.35906
K -2.17527 0.61482 -0.65326
C -2.00237 2.24452 1.46084
H 5.35193 -2.52708 5.85774
H -0.04287 1.72092 8.04924
C 1.35203 2.64202 6.57574
C 3.02913 -0.78098 4.26324
C 0.02013 0.79362 -3.89196
N 6.94073 -1.02188 4.17084
H 2.87803 -2.00638 -5.24806
N 4.20713 -1.03108 5.01944
H -3.98007 -4.37838 -0.38506
H 1.17003 -1.93968 -4.78346
C -2.22477 1.46672 -3.57116
C -4.30357 2.80122 -3.25296
C -4.02447 -2.59408 -2.15746
H 4.49413 1.00252 5.33944
H 6.79493 1.08662 4.39274
O -2.65367 0.55882 -2.84236
C 6.14353 0.23482 4.19414
C 0.72013 1.45872 -6.12756
H 1.67433 -1.39438 -6.38976
H 1.30633 3.61312 7.04764
N 0.95103 0.75712 -4.88556
*
```

Computed properties:
**Max |F|**: 0.034 hartree/bohr
**Kohn-Sham gap**: 4.2 eV
**E_tot**: -3293.16108 hartree

(2)
ORCA calculation (ωB97M-V/def2-TZVPD) on a structure of composition C33H36N3O4PPtS6.

```
! RIJCOSX wB97M-V def2-TZVPD def2/J DEFGRID3
* xyz 0 1
H -3.17072 4.26138 -0.00427
H -3.22631 0.25668 -1.12006
H -3.05755 1.18852 -3.42573
H -1.03818 5.30160 0.05927
S -3.28768 4.94489 2.25117
P 0.93499 -2.14153 -1.13006
C -1.34598 -3.88763 -2.74840
C 2.82320 -0.27619 4.66956
H -1.61111 -4.78899 -3.30178
C -2.58652 4.04386 0.88829
H -1.09844 0.66152 -4.80608
H 5.54149 -4.43874 -3.43636
C -1.37353 -0.80109 -1.28012
C -0.12382 3.02722 -1.21306
C 0.27492 2.30284 2.30937
C -1.63573 -5.33635 -0.75686
H -1.90676 -6.59621 0.95133
Pt 2.12151 -0.95530 0.39306
C -4.83681 4.12574 2.53158
H -6.63761 4.43393 3.65791
C 0.21907 -3.98396 0.75615
H -5.86962 5.93424 3.11655
C -2.28315 0.54082 -3.03565
H 0.75544 -1.51617 -5.07236
C 2.28090 -2.87933 -2.11318
O -3.54593 6.29308 1.81407
C -0.04280 -3.55902 -0.54618
C -1.18413 0.23479 -3.81417
C -0.26329 -1.12672 -2.06992
S 1.40080 -0.59222 5.65620
H 5.09986 2.58256 5.08045
H -4.58976 3.14046 2.92674
H 1.27883 0.13410 -4.76775
H 0.98624 1.36927 -2.10449
C -5.68342 4.93536 3.50546
H 1.01835 1.56975 2.61354
C 2.23054 -4.05561 -2.84538
H -5.18410 5.02593 4.46873
C 1.01484 -0.80653 -4.28261
C 3.47397 -0.95474 -1.08929
C -0.98193 -4.24974 -1.33054
H -0.69548 2.00676 2.71338
S 1.17996 -1.28521 2.92088
H 3.10558 -0.16285 -1.75774
H 3.33520 2.62537 4.89715
H -2.20684 -3.21573 -2.76976
H 4.35767 1.95577 3.59302
C 4.62333 -3.99435 -3.07455
H -0.22649 -5.37497 2.32012
C 0.34860 -1.20404 4.44188
O -2.43874 4.71239 3.39613
S -1.21133 -1.66921 4.65508
H -1.44649 -1.20099 -0.27352
C 4.23717 2.06124 4.66822
N -0.36732 3.33224 0.11315
C 3.40588 -4.60507 -3.34386
N 0.84254 1.47133 0.03458
S 3.77493 -0.38555 2.00152
N -0.69053 3.71481 -2.32798
H 3.37109 -5.52290 -3.91519
H 1.29314 -4.57578 -2.99352
O -1.58729 4.51645 -2.11080
H 1.89854 -1.18893 -3.78438
H 4.45999 -0.66953 -0.72532
C -2.37813 0.02117 -1.74999
H 0.95843 -3.45537 1.34115
C 0.62684 1.89227 -1.23719
H 0.53015 3.26677 2.74937
C -1.37895 -5.74475 0.54180
O -0.32412 3.36621 -3.43038
H -2.36027 -5.87807 -1.35349
C -0.44208 -5.06945 1.30538
H -2.66955 2.98560 1.14264
C -1.12030 4.43261 0.70178
H -0.66071 4.66120 1.66133
C 0.26003 2.35871 0.82268
H 5.62875 -2.36181 -2.09844
S 4.20547 0.44185 5.47096
C 4.67646 -2.82466 -2.32540
C 3.50508 -2.24976 -1.85561
C 2.70798 -0.58782 3.36184
H -0.54460 -3.38996 -3.28679
C -0.15322 -0.58890 -3.35473
H -5.32049 4.02039 1.55952
*
```

Computed properties:
**Max |F|**: 0.016 hartree/bohr
**Kohn-Sham gap**: 6.8 eV
**E_tot**: -4594.06179 hartree

(3)
ORCA calculation (ωB97M-V/def2-TZVPD) on a cluster of 2 separate species, C2H2Cl2O2 in total.

```
! RIJCOSX wB97M-V def2-TZVPD def2/J DEFGRID3
* xyz 0 1
H -0.36711 1.19291 -1.13346
C 0.09987 1.22529 0.76430
O -0.63848 0.93595 -0.27997
Cl -0.71300 2.54630 1.70496
C 1.30435 -0.93738 1.90881
Cl 1.71420 1.78836 0.28613
H 1.68964 -0.37458 2.75135
O 1.63225 -1.90967 1.35293
*
```

Computed properties:
**Max |F|**: 0.054 hartree/bohr
**Kohn-Sham gap (alpha / beta)**: 7.4 / 9.0 eV
**E_tot**: -1148.12823 hartree

(4)
ORCA calculation (ωB97M-V/def2-TZVPD) on a structure of composition C29H47IN5O8P2RuSi.

```
! RIJCOSX wB97M-V def2-TZVPD def2/J DEFGRID3
* xyz 0 2
H 3.00055 -1.68858 3.06808
C -2.61719 -0.28918 -1.36953
H -2.69375 -3.36883 2.48978
O -3.40140 -2.10470 0.47519
C -1.73732 0.10799 -2.51871
H -0.37878 -2.36565 -2.24565
C -1.49269 2.79835 2.29569
P 2.39283 -3.08049 0.47723
H 4.71371 -3.67476 0.10023
H 2.06169 -5.15706 0.86089
H -1.22278 4.85770 2.96866
C -2.67143 1.93676 1.83983
H -2.33622 0.92645 1.62259
H -0.88007 5.71787 0.90704
P 4.13473 -0.72093 0.55937
O 2.83418 -3.53833 -0.86676
O 1.29163 -2.09473 0.68472
C 1.71621 4.50555 2.50055
H 1.18836 1.46521 -2.93804
C 3.91726 -2.41273 1.29477
H -1.34838 -3.70760 4.59651
H 2.78128 2.54900 -0.12586
C 2.66964 -2.03638 -3.35787
O 5.08020 0.10917 1.56710
H 1.29441 3.90483 -1.66124
C 1.74241 3.23918 1.64541
H -0.59607 1.19024 3.43454
H -2.21411 2.87991 -1.27293
H -2.73777 4.16697 -0.17730
Ru 0.33745 0.05400 0.02605
H 4.73450 -2.08013 3.26102
H -3.24007 -1.15575 -1.64038
H -2.28335 4.55180 -1.82588
H 2.17435 1.14648 1.96455
H 3.52645 -3.37428 3.14490
H -1.55945 0.04505 -5.89547
C -0.05790 0.79996 -4.55563
C -1.84925 -2.74442 2.74371
H -3.42701 1.88757 2.62396
O 5.11293 -0.94523 -0.66757
N -0.58978 0.71724 -2.23129
H -3.30261 0.54294 -1.13949
C 0.23071 3.99622 -1.84492
N -0.51283 -0.86595 2.13429
H -2.73569 4.10622 3.46025
C -0.59013 4.12087 -0.55854
H -0.89484 6.24030 -0.76990
H -3.14083 2.33699 0.94852
C 2.75784 3.42856 0.51685
O 5.02597 -3.16623 0.87001
C 0.23976 1.02959 -3.22629
C -0.02157 -2.08565 4.12022
N -1.84054 -0.58412 -0.19401
C -2.11508 -0.16181 -3.83365
H 1.67933 1.99422 3.43722
H -0.09815 3.13421 -2.40890
H 3.75707 3.57047 0.93075
C 0.63435 -2.11890 -2.49651
H 0.07033 4.87779 -2.46606
H 0.60722 -2.20461 4.99031
C -2.01888 4.19397 2.64107
H 2.71446 4.70369 2.89649
C 3.79558 -2.37882 2.79778
H -1.80396 2.10995 4.31652
H 3.29305 2.25928 2.78827
H -0.21051 2.79898 4.06300
H 1.03637 4.40255 3.34137
H 1.06063 -0.39020 3.36793
H 3.21246 -0.53952 -1.95331
N 1.29695 -1.17569 -1.85788
N 2.51182 -1.12514 -2.38825
H 5.84249 -1.52900 -0.43967
H -3.04997 -0.66425 -4.02902
C -2.34997 -1.48670 0.64368
H 2.52724 4.30628 -0.07996
H 4.59877 0.47557 2.30908
C -1.27743 0.21176 -4.86722
C -0.42245 5.55833 -0.06071
C -2.04815 3.91216 -0.97411
C 2.24853 2.08489 2.51769
C 0.23237 -1.07200 3.21161
C -1.51718 -1.70333 1.88216
H 3.58893 -2.16764 -3.88879
Si -0.05119 2.72879 0.83544
C -0.98205 2.18803 3.60231
H 0.64308 1.08497 -5.32481
H 1.41486 5.37170 1.92255
H -2.54120 4.64910 1.80654
O 2.07958 -4.37773 1.41580
C -1.09912 -2.92841 3.89045
I 0.95610 -4.17676 -4.82525
C 1.46159 -2.68682 -3.46753
H 0.63002 5.82108 -0.00228
O 2.98601 0.08829 0.10595
*
```

Computed properties:
**Max |F|**: 0.055 hartree/bohr
**Kohn-Sham gap (alpha / beta)**: 7.1 / 7.9 eV
**E_tot**: -3373.90050 hartree

(5)
ORCA calculation (ωB97M-V/def2-TZVPD) on a cluster of 8 separate species, C13H40F6N8O7P in total.

```
! RIJCOSX wB97M-V def2-TZVPD def2/J DEFGRID3
* xyz -1 1
N -2.06833 4.49789 5.62726
H 4.52033 3.77015 -4.12128
H -3.02454 -1.19648 -4.53232
O -0.84405 5.99332 6.64007
H 3.98228 6.24346 -1.51774
H -1.62855 0.67517 -5.21006
C 3.53770 4.16837 -3.86837
H -2.40335 0.90180 -7.54453
C -2.68514 0.75265 -5.46637
N -6.70194 0.53246 4.15205
O -3.34880 1.63473 -4.53100
F -2.10030 0.94606 1.88535
N -0.12982 4.90614 4.92599
H -4.43462 -0.63814 -5.47019
H 1.63253 -1.22393 5.84523
N -3.40504 -5.28497 -0.49481
H 3.56614 3.01290 -1.26623
H -3.86965 1.79972 -6.99138
C -2.83453 1.53819 -6.77176
F -2.36420 -0.65936 0.30825
O 3.69623 6.09067 -2.42130
H 3.79057 -3.59781 5.34227
H 2.40056 -2.46037 5.02311
C 6.15835 -1.92132 -3.54158
H -2.80666 4.52592 6.31588
P -1.07063 -0.01316 1.05379
H 4.30106 -4.38527 -2.15587
H -0.31701 4.31241 4.13067
H 3.01699 4.67411 -4.68150
F 0.11597 0.70809 1.85272
C 5.00668 -2.45568 -2.78773
N -6.74622 -1.51926 3.51104
H 2.87015 3.30822 -3.91964
H 4.15371 4.49821 -0.46228
F -0.15645 -1.12156 0.29035
H 4.85065 -2.05474 -1.78623
H 5.45680 -4.35290 -3.65537
H -2.90779 -1.31761 -6.17877
C -3.34576 -0.66187 -5.42625
H 6.49619 -0.91121 -3.30993
N -2.12114 -5.87766 1.06409
H -1.70513 -6.54565 1.69720
H -2.84349 1.41099 -3.74601
C 3.28490 4.74946 -2.44828
H 2.34611 -0.49415 7.29223
H -2.16496 3.73769 4.96936
O 4.11177 -2.26219 7.41183
H -2.32611 2.49516 -6.65410
H -1.70061 -4.97597 0.89025
H -5.93227 -1.21737 2.99486
N 3.12605 -2.87806 5.58818
C -3.27377 -6.13420 0.46030
C -1.04559 5.14604 5.79739
H -7.10589 1.33507 4.61327
F -0.89446 1.07151 -0.15031
H 5.95162 -4.21502 -1.98573
F -1.07539 -1.03743 2.21965
N 2.37465 -1.15220 6.52656
H -2.94277 -4.38964 -0.42543
O -8.52575 -0.67098 4.62425
H 2.22672 4.83130 -2.19995
H -4.07793 -5.48089 -1.22208
H -7.20295 -2.41512 3.41636
H 6.08342 -1.89582 -4.62870
C -7.39295 -0.53511 4.08236
O 3.78127 -2.12437 -3.46693
H -5.75516 0.40654 3.82363
H 0.77325 5.29122 5.16323
C 3.29625 -2.10192 6.56699
O -4.00738 -7.06948 0.69013
H 5.05170 3.83869 -1.70679
C 5.15457 -3.96063 -2.68437
H 7.00354 -2.52192 -3.20539
C 4.01214 3.99565 -1.41909
H 3.15620 -2.06853 -2.74046
*
```

Computed properties:
**Max |F|**: 0.212 hartree/bohr
**Kohn-Sham gap**: 9.8 eV
**E_tot**: -2424.91363 hartree

(6)
ORCA calculation (ωB97M-V/def2-TZVPD) on a structure of composition C21H31BClN3O2Yb.

```
! RIJCOSX wB97M-V def2-TZVPD def2/J DEFGRID3
* xyz -1 2
H 2.02610 3.62992 -1.37517
Cl 1.97714 -0.32491 -1.39036
H 2.14749 1.59904 1.77652
H 0.92991 5.37203 0.31888
C -2.08361 -2.57979 -1.00018
N 0.20719 2.30255 0.00989
H -0.50802 -2.22804 -4.66501
H -2.38648 -3.34896 -1.72045
C -0.92893 0.00800 -3.52479
H 0.29929 -5.35415 1.18185
C 0.58919 -3.32518 2.73972
H 2.96971 -3.26087 1.40361
H 2.59072 3.25309 2.27042
H -2.78920 -0.06844 -0.12259
Yb -0.06399 -0.05259 0.06082
H -1.07602 -0.53993 5.55928
H 3.07893 4.10597 -0.01403
B -0.21461 0.13392 5.02749
C 1.76893 2.62177 1.90753
C -0.78687 -2.48084 -3.63557
H 0.27644 4.72094 1.85134
H -2.47603 3.26816 -1.59318
C 2.39802 3.33069 -0.38637
H -0.45484 0.03324 -4.50719
C -0.88458 2.49974 -3.58330
H 2.36868 -2.50065 -0.10563
H 2.93469 2.38056 -0.49226
H -0.20519 1.28406 5.43540
C 1.24536 3.18276 0.59480
H -1.71608 3.21373 -3.55837
H 1.51439 -4.88337 -0.04120
C -1.83168 -1.25440 -1.68062
H 0.96409 2.59383 2.65116
H -1.60872 -3.20403 -3.66857
C 2.19661 -2.61442 0.97189
H 1.26169 -4.08072 3.15942
C -2.23789 -0.04622 -1.07774
N -0.54422 0.25136 2.34079
C 0.63389 -4.54632 0.51709
C -2.10884 2.49056 -0.90882
C -0.88387 -3.07457 -0.25064
C -1.86312 1.18608 -1.64137
C -0.45690 0.18418 3.50492
H -0.65702 2.27465 -4.63183
H -0.45438 -3.60878 2.92690
H 0.88382 -0.38194 5.17306
H 0.00581 2.98746 -3.15801
C -1.18792 -1.21968 -2.92798
H -2.88161 -2.45031 -0.25365
O -0.81890 4.28567 0.13208
H 0.77746 -2.35935 3.22629
H 2.28988 -1.60949 1.40852
C 0.47497 4.49317 0.79288
H 0.08263 -2.96535 -3.16860
C -1.22882 1.21283 -2.89163
C 0.82809 -3.21019 1.23757
H -2.86000 2.34421 -0.12016
O -0.43989 -4.31796 -0.45653
C -0.86215 3.01163 -0.24508
N -0.22075 -2.36436 0.61674
*
```

Computed properties:
**Max |F|**: 0.050 hartree/bohr
**Kohn-Sham gap (alpha / beta)**: 3.7 / 5.8 eV
**E_tot**: -2777.44257 hartree

(7)
ORCA calculation (ωB97M-V/def2-TZVPD) on an isolated molecule of C7H13N3O4.

```
! RIJCOSX wB97M-V def2-TZVPD def2/J DEFGRID3
* xyz 0 1
C -2.20841 -0.81212 -0.07842
H -2.70427 -0.17409 2.02269
C -1.01606 -0.02551 -0.46482
H 3.48866 -2.74648 -0.25773
N 0.04574 0.16038 0.49799
H 3.47342 0.88762 -0.28910
H -1.86829 -1.84646 -0.36064
H -3.63564 0.82897 -0.61082
H -0.11845 -0.31188 1.51403
H -2.87875 -1.84608 1.71555
H -3.07451 0.01609 -2.11129
C -3.30992 -0.19192 -0.98836
H 3.19876 -2.10497 -1.83559
H -4.24331 -0.88973 -0.77336
O 1.67883 3.20270 -0.61393
C 2.49654 0.33266 -0.41866
O 2.33225 -1.51557 1.12824
C 2.59002 -1.12187 0.00836
N -2.30581 -1.02561 1.42943
C 0.95997 2.49910 0.11985
H 1.78344 1.13703 1.32185
C 1.29752 0.99480 0.37944
O 0.17151 2.99876 1.14853
H 2.29615 0.50968 -1.64140
N 2.88797 -2.14692 -0.83786
H -0.29987 2.27706 1.46575
O -1.03750 0.91435 -1.46974
*
```

Computed properties:
**Max |F|**: 0.181 hartree/bohr
**Structure (SMILES)**: C[C@H](N)C(=O)N[C@@H](CC(N)=O)C(=O)O
**Kohn-Sham gap**: 10.1 eV
**E_tot**: -739.67740 hartree